# 1
C16H35ErNOP2Si | the ωB97M-V functional and the def2-TZVPD basis

The geometry in XYZ format:
```
57
Properties=species:S:1:pos:R:3:forces:R:3
Er 0.6302 -0.6807 -2.7382 -1.3 0.9 0.8
H -0.5304 -0.8727 -0.5983 0.0 0.5 -0.6
H -0.3487 -0.1039 -0.5942 0.1 -0.6 0.2
P 0.1086 -3.2541 -1.8718 -0.2 -0.9 -0.6
P 0.0602 1.9574 -2.0492 0.2 1.3 0.1
C 1.3978 3.0550 -1.4426 0.2 -0.2 -0.1
H 1.2169 4.0887 -1.7747 0.0 -0.3 0.0
H 1.4303 3.0159 -0.3454 -0.1 -0.1 -0.4
H 2.3621 2.7075 -1.8401 -0.1 0.2 0.2
C 0.0602 2.3636 -3.8522 -0.1 -0.1 0.2
H -0.7772 1.8457 -4.3383 0.1 0.2 0.0
H -0.0548 3.4471 -3.9657 0.1 -0.2 -0.2
H 1.0090 2.0496 -4.3142 -0.1 0.2 -0.1
C -1.4033 2.8911 -1.4666 -0.5 -0.5 0.1
H -1.5031 2.7950 -0.3746 0.1 -0.1 -0.4
H -1.3076 3.9570 -1.7319 0.2 -0.4 0.0
H -2.3085 2.4832 -1.9391 0.2 0.1 0.2
C 0.2971 -3.5661 -3.6903 -0.1 0.1 0.2
H 0.1475 -4.6411 -3.8433 0.1 0.2 -0.3
H -0.4665 -3.0081 -4.2539 0.1 -0.2 0.1
H 1.3041 -3.2951 -4.0500 -0.1 -0.2 0.0
C 1.3426 -4.4044 -1.1947 0.2 0.1 0.2
H 1.2732 -4.3955 -0.0995 0.1 0.0 -0.2
H 1.1500 -5.4206 -1.5646 0.1 0.3 0.1
H 2.3553 -4.0973 -1.4782 -0.1 -0.1 0.1
C -1.4414 -4.1420 -1.5158 -0.3 0.3 0.1
H -2.2764 -3.6610 -2.0375 0.1 -0.1 0.2
H -1.3631 -5.1886 -1.8385 0.1 0.3 0.1
H -1.6372 -4.1116 -0.4361 0.0 0.0 -0.3
C 2.0103 -1.1778 -0.8574 3.8 -1.2 5.0
O 2.7162 -1.4932 0.0188 -3.2 1.3 -4.0
H -1.2503 -0.6825 -3.0112 -0.1 -0.3 -0.2
C 2.9637 1.7847 1.5822 0.2 0.0 0.0
Si 1.3798 1.2732 2.4410 -1.8 -0.9 -0.6
C 1.7267 -0.3040 3.4279 0.3 0.2 0.1
C 0.8255 2.6421 3.5789 0.3 0.2 0.4
N 0.0868 0.9154 1.3325 2.2 0.5 -1.1
C -1.1673 0.6018 1.6649 -0.9 0.5 0.5
C -1.6180 -0.7483 1.7513 0.1 0.6 0.1
C -2.7608 -1.0560 2.4670 -0.5 0.6 0.1
C -3.5627 -0.0307 2.9984 0.0 -0.3 -0.2
C -3.2565 1.3102 2.7272 -0.1 0.2 0.0
C -2.1087 1.6424 2.0258 0.4 -0.9 -0.1
H 3.7615 1.8037 2.3407 -0.1 0.0 -0.2
H 2.9025 2.7861 1.1411 0.1 -0.2 0.1
H 3.2607 1.0692 0.8031 0.0 0.2 0.1
H 2.4578 -0.0957 4.2253 -0.2 -0.2 -0.1
H 0.8045 -0.6942 3.8869 0.3 0.2 -0.1
H 2.1377 -1.0856 2.7671 -0.1 0.2 0.2
H 0.5937 3.5537 3.0159 0.1 -0.1 0.0
H -0.0736 2.3688 4.1439 0.1 0.0 -0.1
H 1.6155 2.8829 4.3009 -0.1 0.1 0.0
H -0.9746 -1.5172 1.3274 0.0 0.0 0.4
H -3.0213 -2.0914 2.6377 -0.1 -0.1 0.0
H -4.4413 -0.2748 3.5912 0.2 0.0 -0.1
H -3.9097 2.1201 3.0873 0.3 -0.5 -0.1
H -1.8253 2.6831 1.8236 -0.1 -0.4 0.3
```
Positions in Å, forces in eV/Å.

The net charge is +1. For the strongest force on any atom, the calculation gives 6.43 eV Å⁻¹. The energy relative to the best compared isomer or geometry (same formula, charge and spin) is 0.00 kJ/mol. The calculation puts the HOMO energy (spin up / spin down) at -8.519 / -8.428 eV. For the HOMO-LUMO gap (spin up / spin down), the calculation gives 0.127 / 0.126 hartree. The value obtained for the energy is -74764.1634 eV. Its multiplicity is 4.

natural (NBO) atomic charge list, values in e, 4 entries:
1. Er 1.458
2. H -0.008
3. H 0.080
4. P 0.852


# 2
C24H34BFeN8O5S3 | the ωB97M-V functional and the def2-TZVPD basis

The geometry in XYZ format:
```
76
Properties=species:S:1:pos:R:3:forces:R:3
Fe 0.1884 0.4952 1.5866 -1.0 1.2 0.5
O 2.6890 -0.6936 1.7578 0.4 -0.1 -0.1
C 3.3403 0.1574 2.6810 -0.2 -0.1 0.0
C 2.4419 0.3687 3.8709 0.1 0.3 0.1
C 2.9061 0.1940 5.1688 0.0 0.0 -0.2
C 2.0531 0.4487 6.2263 0.1 -0.1 0.3
C 0.7713 0.8784 5.9609 -0.2 0.1 -0.2
C 0.3855 1.0332 4.6356 0.2 0.0 0.1
N 1.1969 0.7866 3.6072 0.0 -0.6 -0.2
H 2.7265 -0.2605 0.8902 -0.2 0.1 0.1
H 3.5308 1.1351 2.2323 0.0 0.0 0.0
H 4.2914 -0.2805 2.9930 0.0 0.0 0.1
H 3.9188 -0.1514 5.3329 0.0 0.0 0.0
H 2.3860 0.3070 7.2480 0.0 0.0 0.0
H 0.0654 1.0910 6.7523 0.0 0.0 0.0
H -0.6078 1.3696 4.3840 -0.1 -0.1 0.1
B -3.1081 0.1890 2.8225 0.0 -0.1 -0.1
N -2.3800 1.5720 2.8426 0.1 -0.2 0.0
C -2.9715 2.7171 3.2249 0.1 -0.1 0.0
C -2.1344 3.7732 2.9284 0.1 -0.1 -0.1
C -1.0158 3.1644 2.3413 0.0 0.2 0.1
N -1.1748 1.8492 2.2990 0.1 -0.1 -0.2
N -2.0750 -0.9803 3.0292 -0.1 0.3 0.1
C -2.3417 -2.1564 3.6101 0.0 0.1 0.0
C -1.1785 -2.9070 3.6506 0.0 0.0 0.0
C -0.2250 -2.0783 3.0557 0.1 0.1 0.2
N -0.7809 -0.9250 2.6814 -0.1 -0.5 -0.5
H -3.7151 0.0260 1.7837 0.2 0.1 0.1
H -3.8500 0.1672 3.7904 0.0 0.0 -0.1
H -3.9495 2.6895 3.6765 0.0 0.0 0.0
H -2.3115 4.8224 3.0944 0.0 0.0 0.0
H -0.1027 3.5891 1.9538 -0.1 0.0 0.1
H -3.3372 -2.3683 3.9642 0.0 0.0 0.0
H -1.0458 -3.8971 4.0517 0.0 0.0 0.0
H 0.8254 -2.2422 2.8679 0.0 0.0 0.0
C 1.4222 3.9843 -1.3009 0.0 0.0 0.0
C 0.7820 2.7509 -0.6895 0.5 0.1 0.2
S 1.6273 2.0829 0.7268 0.0 0.1 -0.3
C -0.3326 2.1834 -1.1617 -0.4 -0.2 -0.1
C -1.0483 2.7378 -2.3715 0.0 -0.1 0.0
S -1.0711 0.7283 -0.4762 0.2 0.1 0.1
H 2.3001 4.2768 -0.7252 0.0 0.0 0.0
H 0.7397 4.8397 -1.3106 0.0 0.0 0.0
H 1.7497 3.8189 -2.3331 0.0 0.0 0.0
H -0.6204 3.6771 -2.7233 0.0 0.0 0.0
H -2.1064 2.8990 -2.1488 0.0 0.0 0.0
H -1.0120 2.0169 -3.1985 0.0 0.0 0.0
C -1.0915 0.0558 -7.5709 0.0 0.1 0.1
C -1.1054 -0.3008 -6.0880 -0.2 0.2 -0.2
S 0.2101 -1.4124 -5.7109 0.2 -0.3 -0.1
O 1.4272 -0.6445 -5.5768 0.0 -0.1 -0.1
O 0.1622 -2.5223 -6.6371 0.1 0.2 0.1
C -0.2425 -1.9904 -4.1094 0.0 -0.1 0.2
C 0.9259 -2.7047 -3.4253 -0.2 0.0 0.1
N 0.7060 -2.6402 -1.9862 0.3 -0.1 -0.3
C 1.1253 -1.6073 -1.2203 -0.4 0.1 0.3
N 0.5872 -1.6570 -0.0034 0.8 -0.4 0.0
C -0.1814 -2.7662 0.0292 -0.2 0.3 0.2
C -0.1432 -3.3759 -1.1869 -0.4 -0.7 -0.4
N -0.8496 -4.5468 -1.6106 0.4 0.7 0.1
O -0.7532 -4.8688 -2.7937 -0.2 -0.2 0.2
O -1.5093 -5.1406 -0.7787 0.0 0.0 -0.1
C 2.0005 -0.5231 -1.7331 0.1 -0.1 0.0
H -1.9149 0.7358 -7.7865 0.0 0.0 0.0
H -1.1997 -0.8350 -8.1871 0.0 0.0 0.0
H -0.1589 0.5490 -7.8447 0.0 0.0 0.0
H -2.0299 -0.7996 -5.7910 0.0 0.0 0.0
H -0.9422 0.5683 -5.4489 -0.1 0.0 0.0
H -1.1022 -2.6494 -4.2261 0.0 0.0 0.1
H -0.5215 -1.1060 -3.5258 0.0 0.0 0.0
H 1.8585 -2.1908 -3.6351 0.0 0.0 0.0
H 1.0099 -3.7359 -3.7452 0.0 0.0 0.0
H -0.7755 -3.0504 0.8826 0.1 0.0 0.0
H 3.0505 -0.8351 -1.7340 0.0 0.0 0.0
H 1.8807 0.3478 -1.0892 0.0 0.0 0.0
H 1.7349 -0.2324 -2.7506 0.0 0.0 0.0
```
Positions in Å, forces in eV/Å.

The net charge is -1. For the strongest force on any atom, the calculation gives 1.62 eV Å⁻¹. The energy relative to the best compared isomer or geometry (same formula, charge and spin) is 0.00 kJ/mol. The calculation puts the HOMO energy (spin up / spin down) at -3.154 / -3.193 eV. For the HOMO-LUMO gap (spin up / spin down), the calculation gives 0.191 / 0.193 hartree. The value obtained for the energy is -115167.9808 eV. Its multiplicity is 1.

Mulliken atomic charge list, values in e, 4 entries:
1. Fe 0.372
2. O -0.421
3. C -0.943
4. C 0.850


> What is the formula in the second record?

C24H34BFeN8O5S3


> Number 1 is which compound?

C16H35ErNOP2Si


> The highest net charge belongs to which entry?

C16H35ErNOP2Si


> Which of these has the highest multiplicity?

C16H35ErNOP2Si